{"formula": "C3H3F6NO", "method": "ωB97M-V/def2-TZVPD", "gap_ev": 9.102, "e_tot_ev": -23000.378, "de_lowest_ev": 1.8910, "species": ["C", "C", "C", "N", "O", "F", "F", "F", "F", "F", "F", "H", "H", "H"], "positions_angstrom": [[-0.6991, 0.2661, -0.5379], [0.4812, -0.8921, 0.8856], [-0.8886, 1.6220, 0.1286], [1.5883, -1.2763, 0.0907], [-0.1375, 0.2563, -1.7363], [-1.8482, -0.4561, -0.4885], [-0.2855, -1.9537, 1.2476], [0.6143, -0.0334, 1.8205], [0.3029, 2.2440, 0.3625], [-1.6100, 1.5960, 1.2011], [-1.5667, 2.3672, -0.7649], [2.4710, -1.0952, 0.4724], [1.4764, -2.0669, -0.4830], [0.1015, -0.5780, -2.1984]], "forces_ev_per_a": [[2.1, -4.3, 3.6], [-2.6, 0.3, -6.2], [0.9, 0.6, -2.6], [-1.4, 1.5, 1.7], [0.5, 1.1, -1.2], [-0.7, 0.3, -0.3], [0.3, 0.6, 0.2], [1.4, 0.5, 2.1], [-0.9, -0.6, 0.0], [-0.2, -0.4, 1.4], [-0.1, 0.8, -0.2], [1.4, 0.1, 0.4], [-0.1, -1.0, -0.3], [-0.5, 0.5, 1.3]]}